Computed, not measured: a 13-piece molecular cluster, C52H86O26S8 overall, with ωB97M-V/def2-TZVPD.

```
172
Properties=species:S:1:pos:R:3:forces:R:3
C -0.523103 -4.463603 5.603262 -1.4 -0.4 0.0
C -1.946259 -4.177340 5.145932 -0.7 -0.1 0.4
O -1.901283 -2.990555 4.426645 1.0 3.1 -1.7
S -0.537754 -2.124947 4.594558 -1.0 -1.6 1.4
O -0.836368 -0.807306 5.107448 0.5 -1.8 -0.4
O 0.294842 -2.297802 3.448129 -0.3 0.3 0.6
O -0.042524 -3.156839 5.835708 0.9 2.0 -1.1
H -0.011693 -5.066307 4.852722 0.6 0.3 0.2
H -0.606767 -4.917956 6.590514 0.5 -0.3 -0.2
H -2.526474 -3.909441 6.028920 -0.4 -0.7 0.1
H -2.435674 -4.825324 4.418817 0.2 -0.8 0.7
C 0.619564 4.449604 -0.961356 -0.6 -1.1 -0.1
C 0.860326 5.926734 -0.846637 -1.2 1.2 1.5
O 0.626825 6.464473 -2.134026 -0.3 0.7 -1.6
S 0.506791 5.419374 -3.339540 2.8 -1.0 -0.5
O 1.588479 5.648339 -4.315581 -2.3 -0.5 2.4
O -0.825518 5.284867 -3.869383 1.0 0.2 1.2
O 0.951947 4.139920 -2.341650 -0.1 0.8 -1.1
H -0.376769 4.033929 -0.810912 -0.6 1.1 -0.1
H 1.108256 3.838168 -0.202778 1.2 0.0 -0.6
H 1.747148 6.339594 -0.365801 1.1 -0.8 -1.0
H 0.174453 6.466994 -0.194110 -0.8 -0.7 -0.1
O -2.996146 -6.551518 0.000028 -0.6 0.6 2.1
S -3.129762 -6.117459 1.392095 0.9 1.2 -0.7
O -2.735135 -7.002094 2.463449 0.0 1.0 -0.7
O -2.242311 -4.665830 1.532629 -0.3 -3.3 1.3
C -2.396177 -3.755924 0.474952 -0.4 1.2 -0.7
C -1.849505 -2.406609 0.897042 0.6 -0.3 0.0
C -4.807634 -5.404112 1.762082 1.5 -0.6 -0.9
H -3.468913 -3.744354 0.282081 0.0 0.5 -0.7
H -1.803047 -3.996575 -0.407306 -0.5 -0.7 -0.1
H -2.064930 -1.642544 0.150111 -0.5 0.0 0.3
H -0.763218 -2.476123 0.839921 0.2 -0.1 0.3
H -2.102820 -2.142327 1.923720 -0.3 0.3 -0.2
H -5.086860 -5.161706 0.736710 -0.7 0.3 0.4
H -4.636514 -4.533664 2.395423 -0.1 -0.1 -0.2
H -5.445569 -6.146928 2.241004 0.2 0.0 -0.2
O -0.633453 -0.261516 -7.277739 0.4 0.1 -0.2
S 0.531291 -0.375337 -6.453167 2.4 0.7 2.3
O 1.897716 -0.129293 -6.958114 -2.7 -0.5 0.6
O 0.313821 0.612314 -5.089198 0.1 -1.9 -1.6
C -0.050644 1.960447 -5.380134 0.7 0.3 -0.6
C 1.131558 2.800550 -5.856887 -1.0 0.9 0.6
C 0.445197 -1.941618 -5.541348 -0.5 0.5 -0.5
H -0.485161 2.342971 -4.456576 0.1 0.0 0.0
H -0.803259 2.002233 -6.167486 -0.3 -0.2 0.1
H 0.666337 3.784121 -5.922119 0.2 0.3 -0.5
H 1.518609 2.522840 -6.837278 0.1 -0.1 0.3
H 1.894415 2.968072 -5.096574 0.2 -0.6 -0.1
H 0.628662 -2.751248 -6.247706 0.1 0.2 -0.1
H -0.595836 -1.973395 -5.219876 0.0 -0.1 0.1
H 1.102523 -2.026986 -4.676054 0.1 0.4 -0.2
O 6.366607 -0.198625 2.587236 -0.6 0.1 -0.7
S 5.225513 -0.447109 1.738805 -1.8 -0.9 -0.3
O 4.446385 0.667604 1.174956 1.5 -1.9 1.0
O 5.685481 -1.459145 0.494679 -0.1 1.1 1.2
C 6.741024 -0.869197 -0.333334 -0.1 -0.2 -1.0
C 8.052371 -1.658541 -0.160979 -1.2 0.0 1.6
C 4.067481 -1.653916 2.634066 1.1 0.8 -0.6
H 6.767317 0.196291 -0.105020 0.6 0.0 0.1
H 6.368778 -0.917318 -1.356673 -0.1 -0.1 -0.1
H 8.932013 -1.379892 -0.741223 -0.4 0.2 0.0
H 7.850024 -2.727427 -0.229091 -0.1 0.0 -0.7
H 8.202112 -1.567757 0.914867 0.9 0.2 0.1
H 3.818290 -1.193260 3.590003 -0.1 0.4 -0.2
H 4.607783 -2.565940 2.887817 0.2 0.1 -0.4
H 3.196652 -1.867363 2.014231 0.1 0.2 0.0
O 2.424706 -2.355222 -2.589415 0.7 -1.3 1.4
S 2.757043 -3.292503 -1.527518 -1.1 -1.4 0.8
O 2.265722 -3.070232 -0.154199 1.0 -0.3 -2.5
O 2.156224 -4.784097 -2.063989 0.5 2.1 0.5
C 2.400338 -5.869998 -1.168112 -0.9 -0.4 1.3
C 1.302258 -6.936669 -1.287292 1.0 0.0 -1.3
C 4.543834 -3.686510 -1.525705 -0.7 0.7 -1.0
H 2.285172 -5.549802 -0.132589 0.4 0.5 0.0
H 3.418352 -6.233705 -1.307689 -0.1 -0.3 -0.2
H 1.499755 -7.748660 -0.587455 -0.2 0.3 0.3
H 1.386627 -7.399163 -2.270693 -0.3 0.0 -0.2
H 0.307034 -6.501086 -1.198461 0.1 -0.1 0.3
H 4.735367 -4.244334 -2.442354 -0.3 -0.1 0.0
H 4.914369 -4.250562 -0.669752 -0.4 0.5 0.1
H 4.981548 -2.705142 -1.708500 0.3 0.0 0.6
O -1.407734 5.414200 1.223133 -2.7 0.1 -0.4
S -2.823950 5.326100 0.830044 0.3 -0.5 0.3
O -3.187587 4.367694 -0.220232 0.4 2.0 1.4
O -3.636697 4.910638 2.217018 1.2 1.2 -1.0
C -4.964767 4.423863 2.120311 -1.1 -2.7 -1.4
C -4.979130 2.923552 1.713546 0.8 -0.2 0.1
C -3.468847 7.125134 0.531918 0.9 -2.0 0.2
H -5.605861 4.899497 1.378097 0.4 0.8 -0.1
H -5.519147 4.448036 3.058492 0.8 0.6 0.4
H -4.279505 2.335744 2.307765 -0.4 0.1 0.9
H -4.549402 2.648103 0.750445 -0.6 0.8 -0.5
H -5.994132 2.534539 1.794477 0.1 -0.1 0.1
H -4.475903 7.102961 0.115429 0.2 -0.1 0.1
H -2.740100 7.546868 -0.160294 -0.1 0.0 0.0
H -3.396591 7.592116 1.514164 -0.1 -0.1 -0.1
O -5.786530 1.396214 5.296584 3.3 -0.1 -0.5
S -4.337158 1.161399 5.118242 -0.3 -0.4 0.7
O -3.841082 0.185547 4.171803 -0.6 1.1 -0.1
O -3.639094 2.651520 4.863404 -3.9 -1.4 1.4
C -2.286177 2.712180 4.721703 3.0 -0.3 -1.3
C -1.701310 4.065989 5.059282 -0.6 0.4 0.1
C -3.566973 0.632012 6.717224 -1.1 1.0 -0.7
H -2.119087 2.483694 3.669101 0.6 0.2 -0.2
H -1.707223 1.955088 5.250579 -0.4 -0.4 0.4
H -2.235625 4.840698 4.509343 0.3 0.0 -0.3
H -0.634121 4.053499 4.837807 -0.1 0.1 -0.2
H -1.803139 4.371709 6.100562 -0.1 -0.4 0.2
H -4.397710 0.091499 7.170909 0.2 0.1 0.3
H -3.371394 1.591976 7.195065 0.0 -0.3 0.5
H -2.678110 0.006128 6.638049 -0.2 0.2 -0.5
C -0.539503 0.541498 1.270421 0.3 -0.3 0.3
C -1.395164 1.257074 0.453296 0.9 -0.4 0.3
C -1.001418 1.361196 -0.887208 -1.5 0.9 1.2
C 0.157023 0.808686 -1.263397 2.6 -0.1 -1.7
C 1.076967 0.147550 -0.416666 0.1 0.9 -3.2
C 0.704902 -0.001183 0.825594 -2.0 -0.1 4.0
H -0.811971 0.368216 2.301017 0.0 0.1 0.2
H -2.255448 1.761559 0.867794 -0.2 -0.1 -0.1
H -1.565210 1.977866 -1.571506 -0.2 -0.1 -0.2
H 0.476547 1.042858 -2.268125 0.1 -0.3 -0.4
H 2.061728 -0.153261 -0.742466 -0.1 -0.1 -0.3
H 1.314390 -0.516178 1.553395 0.1 0.0 0.1
C 3.584436 2.206140 5.013767 -0.3 -0.2 -1.6
C 2.542797 1.293425 4.892961 0.2 -0.4 1.3
C 2.155439 0.606956 6.060239 -1.4 -0.7 -1.7
C 2.779015 0.809038 7.243013 -0.6 0.6 0.8
C 3.757506 1.739737 7.295625 2.2 0.4 1.2
C 4.256198 2.401278 6.189054 -0.1 -0.1 0.5
H 3.867098 2.730569 4.112946 0.3 0.1 -0.1
H 2.133167 1.081532 3.916393 -0.4 0.1 0.1
H 1.310369 -0.065095 6.084837 -0.1 -0.2 -0.5
H 2.461077 0.423926 8.200607 -0.3 -0.6 -0.2
H 4.192313 1.815520 8.281323 0.5 0.6 0.0
H 5.158915 2.993729 6.211527 -0.2 0.3 0.2
C -6.349907 2.781452 -5.102263 1.9 0.1 1.2
C -6.500321 1.500061 -4.596186 -0.6 -0.5 -0.3
C -5.732205 0.959102 -3.568342 1.2 0.6 -0.1
C -4.723017 1.752129 -2.987250 -1.3 -0.5 -0.9
C -4.578217 3.050797 -3.442450 0.6 -0.5 -0.2
C -5.287178 3.540993 -4.542872 -1.5 0.2 0.7
H -6.984583 3.117263 -5.908985 0.1 0.2 0.0
H -7.253239 0.897478 -5.082404 -0.1 -0.3 0.2
H -5.787816 -0.089788 -3.317055 -0.4 0.0 0.1
H -4.039798 1.381815 -2.237257 -0.1 -0.2 0.2
H -3.781914 3.559408 -2.919367 -0.1 0.8 -0.4
H -5.185962 4.592476 -4.767652 0.3 0.0 -0.5
C -3.030119 -2.058939 -3.385253 1.3 1.1 1.3
C -3.126631 -3.365063 -3.772356 -0.2 -0.3 0.0
C -2.068101 -4.234097 -3.514294 -0.4 -0.3 0.0
C -0.942478 -3.773142 -2.881018 -0.4 -1.3 -0.2
C -0.895946 -2.495644 -2.372104 2.2 -0.8 -0.3
C -1.883054 -1.624465 -2.628406 -2.5 0.7 -0.7
H -3.845484 -1.379404 -3.584760 0.0 0.2 0.0
H -4.066860 -3.687328 -4.194839 0.1 -0.3 -0.3
H -2.130013 -5.292934 -3.717847 -0.1 0.0 -0.4
H -0.159033 -4.503474 -2.742346 0.3 0.3 0.2
H 0.057894 -2.246997 -1.930801 -0.2 0.6 0.5
H -1.824926 -0.644518 -2.178163 -0.2 0.2 -0.4
C 6.047718 -0.728832 -4.850584 0.8 -0.2 1.0
C 6.941051 0.335621 -4.790280 0.5 0.9 -0.5
C 6.614270 1.572899 -4.187139 0.9 -2.6 -0.4
C 5.432402 1.580686 -3.521850 -0.7 1.3 1.4
C 4.580281 0.493772 -3.435319 -0.1 -0.4 0.1
C 4.919617 -0.699130 -4.052814 -1.0 0.8 -1.0
H 6.263523 -1.667791 -5.338639 0.4 0.1 -0.3
H 7.935867 0.267636 -5.205154 0.0 -0.3 -0.4
H 7.346317 2.360098 -4.083041 -0.1 0.1 -0.2
H 5.272725 2.459693 -2.915017 -0.7 0.2 0.0
H 3.639781 0.559581 -2.908501 0.0 0.1 0.2
H 4.190409 -1.493938 -4.106984 0.1 -0.2 0.2
```
Forces are in eV/Å.

Its multiplicity is 1. The HOMO energy comes out at -8.959 eV. Its max |F| is 0.0865 Eh/bohr. The net charge is 0. The total energy is -195226.33189 eV.

Results of the Löwdin charge analysis, in e, for atoms 1 through 4:
1. C -0.174
2. C -0.180
3. O -0.219
4. S 0.688